Record 1
A 8-piece molecular cluster, C36H100BF4N7O11 overall at a distorted geometry. Source: OMol25; level of theory: the ωB97M-V functional and the def2-TZVPD basis.

Each line ends with the Löwdin charge.
Geometry (Å):
C -0.98 8.40 22.70  -0.045
O -0.89 7.79 24.02  -0.231
C 0.38 7.49 24.50  -0.186
C 0.18 6.60 25.78  0.020
N -0.32 7.56 26.97  0.107
H -0.26 7.14 27.89  0.144
H 0.31 8.34 27.03  0.162
C -1.84 8.11 26.95  -0.030
C -2.76 6.93 27.30  -0.206
O -2.77 5.88 26.34  -0.194
C -3.59 6.08 25.20  -0.062
H -0.46 7.84 21.92  0.101
H -0.51 9.37 22.53  0.098
H -2.03 8.59 22.44  0.075
H 0.95 8.40 24.68  0.136
H 0.95 7.06 23.67  0.143
H 1.17 6.45 26.21  0.138
H -0.58 5.83 25.64  0.114
H -2.05 8.52 25.96  0.090
H -1.95 8.90 27.69  0.130
H -3.75 7.27 27.60  0.119
H -2.39 6.50 28.24  0.106
H -4.64 5.93 25.46  0.072
H -3.39 5.42 24.35  0.099
H -3.50 7.12 24.89  0.082
C -1.30 3.84 29.99  -0.136
O -2.00 3.02 29.12  -0.172
C -1.10 1.98 28.70  -0.183
C -1.65 1.14 27.56  -0.019
N -2.30 2.15 26.55  0.060
H -2.82 2.74 27.18  0.125
H -1.54 2.70 26.17  0.170
C -3.10 1.59 25.43  -0.032
C -4.45 2.44 25.24  -0.168
O -4.96 2.80 26.49  -0.178
C -6.25 3.25 26.43  -0.117
H -0.53 4.49 29.59  0.092
H -0.80 3.28 30.78  0.106
H -1.98 4.51 30.51  0.056
H -1.04 1.31 29.55  0.147
H -0.07 2.30 28.53  0.141
H -2.48 0.59 28.00  0.145
H -0.98 0.43 27.09  0.157
H -3.29 0.57 25.75  0.140
H -2.51 1.63 24.51  0.143
H -5.12 1.74 24.74  0.132
H -4.36 3.25 24.52  0.112
H -6.27 4.26 26.02  0.061
H -6.87 3.19 27.33  0.109
H -6.81 2.69 25.69  0.099
C -7.86 3.95 17.21  -0.099
O -7.69 5.10 17.99  -0.205
C -8.87 5.89 18.42  -0.122
C -8.41 6.94 19.52  -0.041
N -7.85 6.02 20.62  0.068
H -8.45 5.25 20.85  0.162
H -7.05 5.57 20.19  0.154
C -7.39 6.62 21.99  -0.041
C -6.21 7.65 21.84  -0.167
O -6.74 8.76 21.11  -0.207
C -5.88 9.89 21.04  -0.064
H -6.96 3.47 16.82  0.103
H -8.53 4.01 16.35  0.103
H -8.32 3.19 17.85  0.085
H -9.68 5.26 18.79  0.124
H -9.33 6.46 17.61  0.136
H -9.22 7.59 19.86  0.139
H -7.57 7.53 19.15  0.129
H -7.12 5.77 22.62  0.118
H -8.29 7.12 22.35  0.114
H -5.35 7.18 21.35  0.135
H -5.99 7.96 22.86  0.104
H -4.96 9.73 21.60  0.072
H -6.30 10.77 21.52  0.081
H -5.81 10.12 19.98  0.112
C -3.02 3.26 32.94  -0.050
O -2.31 4.40 33.38  -0.207
C -2.89 5.32 34.29  -0.138
C -2.39 6.78 33.87  -0.050
N -2.55 6.98 32.39  0.065
H -1.91 7.57 31.87  0.175
H -2.31 6.06 32.03  0.114
C -4.07 7.31 32.05  -0.020
C -4.30 6.79 30.62  -0.161
O -4.12 5.31 30.51  -0.213
C -4.86 4.82 29.43  -0.100
H -2.35 2.67 32.30  0.088
H -3.96 3.54 32.45  0.082
H -3.22 2.70 33.85  0.112
H -2.61 5.09 35.31  0.150
H -3.97 5.33 34.27  0.116
H -1.31 6.90 33.94  0.141
H -2.83 7.62 34.41  0.142
H -4.08 8.40 32.09  0.138
H -4.68 6.79 32.79  0.123
H -3.61 7.29 29.93  0.100
H -5.30 7.10 30.32  0.103
H -5.90 5.01 29.67  0.073
H -4.66 3.75 29.50  0.111
H -4.62 5.29 28.47  0.077
C -9.64 9.01 29.25  -0.013
C -9.24 8.39 30.59  -0.261
C -8.59 6.96 30.61  -0.204
O -8.41 6.52 31.88  -0.165
C -7.58 5.41 32.06  -0.046
N -8.36 9.37 31.31  0.237
H -8.79 10.28 31.34  0.177
H -7.99 9.09 32.21  0.173
H -7.53 9.54 30.76  0.159
H -8.80 9.08 28.56  0.057
H -10.07 10.01 29.32  0.099
H -10.52 8.45 28.96  0.106
H -10.09 8.33 31.26  0.169
H -7.67 6.91 30.03  0.111
H -9.34 6.30 30.16  0.147
H -7.40 5.11 33.09  0.120
H -6.66 5.75 31.58  0.047
H -7.96 4.59 31.44  0.110
C -7.96 10.89 26.49  -0.023
C -6.72 11.69 26.08  -0.238
C -5.70 10.82 25.34  -0.211
O -4.66 11.62 24.89  -0.180
C -3.56 10.86 24.50  -0.073
N -7.09 12.83 25.13  0.253
H -6.37 12.96 24.43  0.162
H -7.93 12.73 24.59  0.172
H -7.40 13.69 25.55  0.184
H -7.64 10.02 27.06  0.059
H -8.55 10.47 25.68  0.086
H -8.59 11.45 27.18  0.094
H -6.25 12.20 26.92  0.165
H -6.01 10.10 24.58  0.129
H -5.24 10.19 26.10  0.124
H -3.85 10.05 23.83  0.078
H -3.15 10.42 25.41  0.079
H -2.92 11.62 24.04  0.126
C -12.16 4.32 24.78  0.000
C -10.99 5.33 24.69  -0.261
C -11.29 6.68 24.09  -0.166
O -11.57 7.62 25.10  -0.189
C -11.44 8.99 24.77  -0.079
N -10.34 5.54 26.07  0.230
H -9.43 5.96 26.04  0.092
H -10.88 6.10 26.71  0.156
H -10.30 4.67 26.59  0.167
H -12.96 4.78 25.36  0.103
H -11.90 3.39 25.28  0.090
H -12.48 4.01 23.78  0.105
H -10.14 4.87 24.18  0.140
H -12.10 6.73 23.36  0.154
H -10.41 7.06 23.58  0.107
H -10.39 9.23 24.65  0.066
H -11.75 9.67 25.57  0.097
H -12.03 9.34 23.93  0.107
B -7.29 6.94 26.14  -1.438
F -7.71 5.94 25.17  0.052
F -8.39 7.58 26.48  0.201
F -6.83 6.28 27.25  0.156
F -6.36 7.76 25.57  0.161

## Properties
Gap between HOMO and LUMO   7.414 eV
Charge   +6
E_HOMO   -19.887 eV
E_LUMO   -0.458 Ha
Largest force on an atom   4.2 eV/Å
M   894.038 g/mol

***

Record 2
C47H51I2N4O8P2S2SnTe as an isolated structure at a distorted geometry. Source: OMol25; level of theory: the ωB97M-V functional and the def2-TZVPD basis.

Each line ends with the Löwdin charge.
Geometry (Å):
Sn -1.75 0.40 2.29  0.638
I -3.75 0.62 0.46  0.210
C -4.55 4.98 -2.27  -0.639
I -2.78 5.09 -1.31  0.816
H -4.45 4.64 -3.30  -0.066
H -5.43 5.24 -1.72  -0.062
C -0.43 -3.68 -3.63  -0.072
C -1.82 -3.22 -3.26  -0.607
N -2.38 -2.23 -3.88  0.102
C -3.63 -1.92 -3.36  -0.331
C -4.06 -2.80 -2.39  -0.367
S -2.85 -3.98 -2.01  0.999
C -4.43 -0.94 -4.02  -0.333
C -5.81 -1.11 -4.21  -0.350
S -6.48 0.22 -5.08  1.015
C -4.90 0.88 -5.27  -0.639
N -3.95 0.15 -4.70  0.093
C -4.61 2.05 -6.20  -0.093
H 0.11 -4.09 -2.76  0.064
H 0.16 -2.84 -4.08  0.072
H -0.51 -4.55 -4.35  0.091
H -4.96 -2.84 -1.79  0.069
H -6.42 -1.85 -3.73  0.062
H -5.49 2.72 -6.25  0.068
H -3.66 2.52 -5.91  0.081
H -4.49 1.64 -7.25  0.091
O -0.45 3.58 0.45  -0.070
C -0.03 2.52 0.92  -0.642
O -0.46 1.31 0.66  -0.336
C 1.03 2.69 1.98  -0.073
C 1.71 1.58 2.54  0.058
C 2.84 1.78 3.25  -0.173
C 3.23 2.99 3.73  0.086
C 2.63 4.06 3.09  -0.120
C 1.56 3.95 2.22  0.087
N 2.94 5.43 3.54  -0.302
O 2.21 6.35 3.11  0.059
O 3.93 5.56 4.30  0.053
N 3.54 0.58 3.60  -0.295
O 4.24 0.56 4.62  0.078
O 3.58 -0.35 2.75  0.027
H 1.41 0.55 2.31  0.113
H 4.07 3.04 4.40  0.135
H 1.19 4.88 1.80  0.133
C 5.47 -0.66 0.13  -0.185
P 4.54 -1.99 -0.65  0.536
C 2.91 -2.16 0.22  -0.151
C 5.47 -3.57 -0.41  -0.177
O 4.36 -1.63 -2.08  -0.374
H 5.00 0.29 -0.09  0.028
H 6.47 -0.68 -0.38  0.064
H 5.54 -0.83 1.23  0.049
H 2.92 -2.12 1.32  0.038
H 2.53 -3.05 -0.21  0.020
H 2.32 -1.40 -0.25  0.041
H 5.25 -4.04 0.57  0.047
H 6.57 -3.34 -0.54  0.057
H 5.13 -4.23 -1.20  0.033
Te -0.94 -2.69 2.54  1.185
C -2.84 -3.76 2.38  -0.524
C -4.01 -3.13 2.00  -0.156
C -5.26 -3.78 2.06  -0.070
C -5.26 -5.15 2.39  -0.093
C -4.04 -5.82 2.64  -0.113
C -2.83 -5.16 2.58  -0.173
C -1.10 -2.73 4.73  -0.449
C -2.18 -3.35 5.43  -0.111
C -2.19 -3.35 6.82  -0.093
C -1.05 -2.85 7.48  -0.102
C -0.02 -2.16 6.81  -0.105
C -0.07 -2.10 5.45  -0.186
H -4.01 -2.07 1.78  0.007
H -6.21 -3.26 1.79  0.113
H -6.17 -5.70 2.61  0.093
H -4.05 -6.91 2.97  0.116
H -1.85 -5.64 2.75  0.098
H -3.07 -3.72 4.91  0.090
H -3.08 -3.70 7.35  0.107
H -0.93 -3.07 8.57  0.106
H 0.70 -1.65 7.41  0.099
H 0.72 -1.60 4.89  0.092
C 1.20 3.79 -3.77  -0.281
P 1.72 2.36 -2.70  1.005
C 1.67 1.03 -3.92  -0.383
C 2.72 0.17 -4.15  -0.131
C 2.58 -0.82 -5.10  -0.091
C 1.38 -1.08 -5.80  -0.109
C 0.28 -0.32 -5.42  -0.141
C 0.37 0.69 -4.49  -0.078
C 3.48 2.66 -2.59  -0.422
C 4.26 2.85 -3.75  -0.106
C 5.63 2.98 -3.59  -0.080
C 6.18 3.04 -2.28  -0.097
C 5.37 3.19 -1.18  -0.117
C 4.07 2.77 -1.30  -0.109
H 1.66 3.78 -4.83  0.058
H 1.57 4.70 -3.25  0.036
H 0.11 3.83 -3.87  0.021
H 3.62 0.20 -3.57  0.079
H 3.42 -1.47 -5.30  0.097
H 1.35 -1.97 -6.45  0.102
H -0.73 -0.56 -5.81  0.102
H -0.51 1.27 -4.21  0.100
H 3.78 2.87 -4.77  0.122
H 6.26 3.10 -4.47  0.096
H 7.27 2.95 -2.12  0.107
H 5.78 3.45 -0.21  0.101
H 3.46 2.53 -0.40  0.103
C -4.24 2.51 3.59  -0.129
O -3.69 1.76 4.71  -0.177
C -2.54 1.24 4.26  -0.539
C -1.44 1.27 5.20  -0.183
H -3.48 2.60 2.77  0.014
H -4.43 3.50 3.98  0.073
H -5.15 1.95 3.21  0.086
H -1.60 0.47 5.92  0.063
H -1.47 2.23 5.77  0.096
H -0.49 1.08 4.66  0.026

## Properties
Gap between HOMO and LUMO (alpha / beta)   4.389 / 4.501 eV
Charge   -1
E_HOMO (alpha / beta)   -3.516 / -3.627 eV
E_LUMO (alpha / beta)   0.032 / 0.032 Ha
Relative energy (zero: lowest compared OMol25 entry of this formula, charge and spin)   13.5 kcal per mole
Largest force on an atom   3.5 eV/Å
M   1426.146 g/mol

***

Record 3
C62H46F3N9O8S3V as an isolated structure at a distorted geometry. Source: OMol25; level of theory: the ωB97M-V functional and the def2-TZVPD basis.

Each line ends with the Löwdin spin population.
Geometry (Å):
V -0.37 -0.68 0.68  1.880
S 2.91 5.48 3.04  0.000
C 2.01 5.98 4.41  0.000
C 0.85 5.29 4.55  0.000
C 0.67 4.32 3.54  0.000
C 1.70 4.28 2.63  0.000
C 1.88 3.42 1.49  0.000
C 1.22 2.18 1.41  0.001
N 1.38 1.30 0.45  0.002
C 2.17 1.64 -0.59  0.001
C 2.83 2.90 -0.65  0.000
C 3.60 3.27 -1.79  0.000
C 3.72 2.44 -2.85  0.000
C 3.13 1.14 -2.81  0.000
C 3.31 0.24 -3.86  0.000
C 2.73 -1.02 -3.79  0.000
C 2.01 -1.33 -2.62  0.000
N 1.84 -0.50 -1.62  0.001
C 2.36 0.73 -1.69  0.000
C 2.87 -1.95 -4.88  0.000
C 2.00 -2.92 -5.31  0.000
C 2.45 -3.61 -6.45  0.000
C 3.67 -3.19 -6.87  0.000
S 4.28 -1.91 -5.91  0.000
C 2.71 3.76 0.44  0.001
H 2.39 6.77 5.02  0.000
H 0.15 5.45 5.35  0.000
H -0.20 3.70 3.47  0.000
H 0.54 1.93 2.20  0.000
H 4.05 4.25 -1.80  0.000
H 4.27 2.72 -3.73  0.000
H 3.87 0.54 -4.73  0.000
H 1.58 -2.31 -2.50  0.000
H 1.04 -3.09 -4.85  0.000
H 1.88 -4.39 -6.93  0.000
H 4.24 -3.52 -7.71  0.000
H 3.24 4.71 0.43  0.000
O -1.82 2.17 5.56  0.000
C -0.52 1.95 5.57  0.000
O 0.23 2.51 6.33  0.000
C 0.00 0.95 4.60  0.001
C 1.29 0.43 4.62  0.005
N 1.41 -0.38 3.56  0.001
N 0.28 -0.43 2.83  0.002
C -0.59 0.37 3.45  0.007
C -1.90 0.64 2.76  0.004
O -2.85 1.04 3.45  0.007
O -1.88 0.45 1.53  0.004
H -2.33 1.70 4.82  0.000
H 2.08 0.61 5.31  0.000
H 2.23 -0.89 3.25  0.002
O -1.01 1.97 -0.37  0.002
S -1.78 1.68 -1.57  0.001
C -3.49 2.45 -1.36  0.000
C -3.86 2.65 0.07  0.000
C -4.95 1.99 0.62  0.000
C -5.35 2.26 1.92  0.000
C -4.64 3.17 2.69  0.000
C -3.52 3.79 2.16  0.000
C -3.14 3.54 0.85  0.000
C -1.13 2.90 -2.84  0.000
C -1.15 4.28 -2.31  0.000
C -2.11 5.21 -2.70  0.000
C -2.17 6.46 -2.11  0.000
C -1.27 6.80 -1.11  0.000
C -0.30 5.89 -0.72  0.000
C -0.24 4.64 -1.32  0.000
H -4.16 1.75 -1.85  0.000
H -3.49 3.40 -1.89  0.000
H -5.50 1.28 0.03  0.000
H -6.21 1.76 2.33  0.000
H -4.94 3.38 3.70  0.000
H -2.94 4.47 2.77  0.000
H -2.27 4.05 0.44  0.000
H -1.74 2.77 -3.74  0.000
H -0.12 2.55 -3.03  0.000
H -2.81 4.96 -3.49  0.000
H -2.92 7.17 -2.43  0.000
H -1.33 7.76 -0.63  0.000
H 0.41 6.15 0.05  0.000
H 0.52 3.93 -1.03  0.000
F -5.01 -5.60 0.42  0.001
C -5.05 -4.72 1.44  0.002
F -4.97 -5.45 2.57  0.000
F -6.27 -4.17 1.42  0.001
C -3.95 -3.71 1.33  0.013
C -2.79 -3.82 2.10  -0.002
C -1.77 -2.91 1.90  0.019
N -1.83 -1.93 0.98  -0.004
C -2.98 -1.78 0.30  0.015
C -4.05 -2.65 0.43  -0.002
H -2.70 -4.60 2.84  0.000
H -0.86 -2.96 2.48  0.004
H -3.05 -0.92 -0.34  0.000
H -4.95 -2.51 -0.15  0.000
O -0.70 -0.73 -1.00  0.009
N -1.12 -1.61 -1.83  0.008
C -1.08 -1.40 -3.14  0.025
C -1.64 -2.34 -4.02  0.004
N -2.09 -3.06 -4.79  0.016
C -0.46 -0.31 -3.77  0.004
N 0.08 0.56 -4.30  0.014
C 3.75 -4.40 -0.91  0.001
O 2.56 -4.61 -0.18  0.016
C 1.37 -4.69 -0.84  0.019
C 1.25 -4.68 -2.23  -0.001
C 0.02 -4.86 -2.84  0.031
C -1.12 -5.05 -2.07  -0.003
C -1.01 -5.08 -0.70  0.029
C 0.22 -4.88 -0.06  -0.002
N 0.25 -5.05 1.32  0.140
C 1.15 -4.64 2.23  0.327
C 2.03 -3.55 2.16  0.018
C 3.16 -3.57 3.03  0.091
C 4.14 -2.62 2.97  -0.014
C 4.04 -1.57 2.03  0.114
C 2.91 -1.46 1.25  -0.003
C 1.85 -2.39 1.30  0.103
O 0.74 -2.16 0.70  0.048
H 4.54 -4.34 -0.16  0.000
H 3.72 -3.46 -1.48  0.000
H 3.96 -5.23 -1.59  0.000
H 2.13 -4.56 -2.84  -0.001
H -0.04 -4.88 -3.91  0.002
H -2.07 -5.20 -2.55  -0.001
H -1.88 -5.27 -0.10  0.002
H -0.50 -5.62 1.67  0.004
H 1.18 -5.24 3.14  0.019
H 3.25 -4.40 3.71  0.004
H 4.99 -2.66 3.62  -0.004
H 4.83 -0.84 1.95  0.009
H 2.79 -0.64 0.56  -0.002

## Properties
Gap between HOMO and LUMO (alpha / beta)   4.805 / 7.138 eV
E_HOMO (alpha / beta)   -5.799 / -8.105 eV
2S+1   4
E_LUMO (alpha / beta)   -0.037 / -0.036 Ha
Relative energy (zero: lowest compared OMol25 entry of this formula, charge and spin)   15.4 kcal per mole
Largest force on an atom   5.9 eV/Å
M   1249.244 g/mol